(1)
{"formula": "C44H116AsF6N7O7", "method": "the ωB97M-V functional and the def2-TZVPD basis", "elements": ["C", "C", "N", "C", "C", "C", "C", "C", "O", "C", "H", "H", "H", "H", "H", "H", "H", "H", "H", "H", "H", "H", "H", "H", "H", "H", "H", "H", "H", "H", "C", "C", "N", "C", "C", "C", "C", "C", "O", "C", "H", "H", "H", "H", "H", "H", "H", "H", "H", "H", "H", "H", "H", "H", "H", "H", "H", "H", "H", "H", "C", "C", "N", "C", "C", "C", "C", "C", "O", "C", "H", "H", "H", "H", "H", "H", "H", "H", "H", "H", "H", "H", "H", "H", "H", "H", "H", "H", "H", "H", "C", "C", "N", "C", "C", "C", "C", "C", "O", "C", "H", "H", "H", "H", "H", "H", "H", "H", "H", "H", "H", "H", "H", "H", "H", "H", "H", "H", "H", "H", "C", "C", "C", "O", "C", "N", "H", "H", "H", "H", "H", "H", "H", "H", "H", "H", "H", "H", "C", "C", "C", "O", "C", "N", "H", "H", "H", "H", "H", "H", "H", "H", "H", "H", "H", "H", "C", "C", "C", "O", "C", "N", "H", "H", "H", "H", "H", "H", "H", "H", "H", "H", "H", "H", "As", "F", "F", "F", "F", "F", "F"], "coordinates": [[-18.315, 3.968, 0.369], [-17.947, 3.862, 1.912], [-18.763, 4.856, 2.809], [-17.998, 4.702, 4.080], [-18.780, 6.341, 2.293], [-17.445, 7.157, 2.626], [-20.245, 4.475, 2.965], [-20.546, 3.104, 3.666], [-20.329, 3.163, 5.048], [-20.493, 1.983, 5.801], [-18.038, 3.143, -0.288], [-17.677, 4.776, 0.012], [-19.300, 4.344, 0.093], [-16.887, 4.111, 1.959], [-18.163, 2.889, 2.354], [-18.491, 5.351, 4.805], [-16.959, 5.023, 4.008], [-17.955, 3.696, 4.498], [-19.675, 6.797, 2.716], [-18.875, 6.302, 1.208], [-16.514, 6.624, 2.434], [-17.292, 7.571, 3.623], [-17.417, 8.019, 1.960], [-20.668, 4.552, 1.964], [-20.674, 5.251, 3.599], [-19.876, 2.283, 3.412], [-21.555, 2.725, 3.506], [-19.746, 1.216, 5.600], [-21.460, 1.488, 5.897], [-20.109, 2.196, 6.799], [-10.617, 6.339, -3.229], [-10.378, 4.762, -2.908], [-8.887, 4.293, -2.920], [-8.354, 4.344, -4.385], [-7.912, 5.200, -2.134], [-8.435, 5.518, -0.686], [-8.812, 2.825, -2.334], [-9.741, 1.767, -2.978], [-9.567, 1.557, -4.317], [-10.302, 0.564, -4.973], [-10.389, 6.656, -4.246], [-10.175, 6.989, -2.474], [-11.679, 6.542, -3.094], [-10.893, 4.043, -3.545], [-10.666, 4.527, -1.883], [-8.910, 3.617, -4.979], [-7.373, 3.892, -4.244], [-8.486, 5.327, -4.837], [-7.739, 6.068, -2.770], [-6.923, 4.744, -2.092], [-7.557, 6.017, -0.275], [-8.798, 4.694, -0.072], [-9.279, 6.188, -0.847], [-8.946, 2.829, -1.252], [-7.776, 2.511, -2.453], [-10.759, 2.095, -2.768], [-9.257, 0.908, -2.515], [-10.097, 0.510, -6.043], [-11.354, 0.522, -4.691], [-9.983, -0.443, -4.704], [-9.990, 12.104, 1.805], [-11.511, 11.898, 1.872], [-12.069, 10.619, 1.150], [-11.385, 9.406, 1.891], [-13.666, 10.516, 1.123], [-14.401, 10.205, 2.389], [-11.598, 10.431, -0.328], [-11.881, 11.725, -1.237], [-13.235, 12.027, -1.351], [-13.616, 12.669, -2.603], [-9.686, 13.060, 2.230], [-9.414, 12.170, 0.882], [-9.509, 11.291, 2.350], [-12.001, 12.662, 1.268], [-12.028, 12.027, 2.823], [-11.509, 9.641, 2.948], [-10.324, 9.387, 1.640], [-11.899, 8.477, 1.646], [-13.866, 9.687, 0.443], [-13.885, 11.486, 0.678], [-15.467, 10.382, 2.244], [-13.895, 10.759, 3.180], [-14.162, 9.185, 2.688], [-12.028, 9.562, -0.826], [-10.529, 10.219, -0.360], [-11.439, 11.593, -2.224], [-11.428, 12.603, -0.776], [-13.336, 12.024, -3.437], [-13.186, 13.665, -2.702], [-14.687, 12.829, -2.725], [-18.873, -1.755, -4.401], [-17.435, -1.267, -4.029], [-16.948, -1.507, -2.562], [-18.022, -0.783, -1.732], [-16.947, -2.973, -2.257], [-16.133, -3.297, -0.920], [-15.435, -0.983, -2.556], [-15.204, 0.487, -2.914], [-15.871, 1.490, -2.113], [-15.541, 2.858, -2.423], [-19.269, -2.589, -3.820], [-18.947, -2.034, -5.452], [-19.590, -0.940, -4.305], [-17.348, -0.192, -4.191], [-16.716, -1.677, -4.738], [-18.967, -1.303, -1.890], [-18.132, 0.268, -1.998], [-17.862, -0.838, -0.656], [-16.329, -3.419, -3.036], [-17.953, -3.380, -2.364], [-16.192, -2.405, -0.297], [-15.079, -3.550, -1.031], [-16.574, -4.144, -0.394], [-14.677, -1.619, -3.013], [-15.309, -0.984, -1.473], [-15.448, 0.615, -3.969], [-14.134, 0.692, -2.906], [-15.358, 3.035, -3.482], [-14.578, 2.760, -1.923], [-16.245, 3.484, -1.875], [-11.296, 4.473, 2.406], [-12.291, 3.385, 1.973], [-11.795, 2.170, 1.232], [-12.424, 0.934, 1.398], [-13.628, 0.705, 0.743], [-13.115, 2.976, 3.187], [-13.888, 2.345, 3.031], [-12.560, 2.572, 3.928], [-13.609, 3.690, 3.703], [-11.835, 5.304, 2.861], [-10.767, 4.923, 1.566], [-10.509, 4.081, 3.050], [-13.008, 3.759, 1.241], [-10.747, 1.973, 1.454], [-11.756, 2.516, 0.199], [-14.295, 1.528, 1.000], [-13.846, -0.258, 1.204], [-13.406, 0.610, -0.320], [-17.394, 9.702, -1.718], [-18.315, 10.804, -1.336], [-17.623, 12.151, -1.517], [-18.022, 12.895, -2.551], [-17.215, 14.006, -2.837], [-19.496, 10.681, -2.263], [-19.253, 10.863, -3.226], [-19.968, 9.788, -2.246], [-20.250, 11.352, -2.243], [-17.669, 8.685, -1.440], [-16.499, 9.873, -1.120], [-17.067, 9.754, -2.757], [-18.797, 10.586, -0.383], [-16.547, 11.980, -1.538], [-17.834, 12.720, -0.611], [-17.693, 14.985, -2.870], [-16.691, 13.753, -3.759], [-16.321, 14.210, -2.247], [-16.064, 6.963, -7.122], [-16.166, 6.790, -5.602], [-16.880, 5.475, -5.141], [-17.099, 5.248, -3.719], [-18.376, 5.631, -3.192], [-14.825, 6.602, -4.880], [-14.102, 7.171, -5.298], [-14.802, 6.760, -3.882], [-14.518, 5.657, -5.061], [-15.741, 6.073, -7.664], [-15.367, 7.750, -7.409], [-17.032, 7.293, -7.498], [-16.524, 7.650, -5.036], [-16.344, 4.593, -5.494], [-17.832, 5.520, -5.669], [-19.188, 4.925, -3.369], [-18.590, 6.654, -3.502], [-18.216, 5.611, -2.114], [-14.284, 6.152, -0.419], [-14.798, 5.954, -2.122], [-15.743, 7.080, -0.053], [-13.851, 6.634, 1.230], [-12.878, 5.173, -0.703], [-13.423, 7.608, -1.154], [-15.159, 4.671, -0.035]], "homo_energy_ev": [-12.3, -18.3], "charge": 5, "orbital_gap_ev": [3.231, 9.058], "multiplicity": 2}



(2)
{"formula": "C44H116F3N10O16SV", "method": "the ωB97M-V functional and the def2-TZVPD basis", "elements": ["V", "C", "O", "O", "C", "F", "F", "F", "C", "C", "H", "H", "H", "H", "H", "H", "S", "O", "O", "O", "O", "C", "C", "C", "O", "C", "N", "H", "H", "H", "H", "H", "H", "H", "H", "H", "H", "H", "C", "C", "C", "O", "C", "N", "H", "H", "H", "H", "H", "H", "H", "H", "H", "H", "H", "C", "C", "C", "O", "C", "N", "H", "H", "H", "H", "H", "H", "H", "H", "H", "H", "H", "C", "C", "C", "O", "C", "N", "H", "H", "H", "H", "H", "H", "H", "H", "H", "H", "H", "C", "C", "C", "O", "C", "N", "H", "H", "H", "H", "H", "H", "H", "H", "H", "H", "H", "C", "C", "C", "O", "C", "N", "H", "H", "H", "H", "H", "H", "H", "H", "H", "H", "H", "C", "C", "C", "O", "C", "N", "H", "H", "H", "H", "H", "H", "H", "H", "H", "H", "H", "C", "C", "C", "O", "C", "N", "H", "H", "H", "H", "H", "H", "H", "H", "H", "H", "H", "C", "C", "C", "O", "C", "N", "H", "H", "H", "H", "H", "H", "H", "H", "H", "H", "H", "C", "C", "C", "O", "C", "N", "H", "H", "H", "H", "H", "H", "H", "H", "H", "H", "H"], "coordinates": [[-0.653, 1.416, 4.342], [-0.088, -0.849, 1.647], [-0.069, 0.309, 0.811], [-0.661, -0.286, 2.821], [-0.750, -2.059, 0.980], [0.018, -2.417, -0.051], [-0.835, -3.088, 1.853], [-2.000, -1.875, 0.428], [1.091, 0.592, -0.028], [0.790, 1.941, -0.761], [1.677, 2.514, -1.029], [0.282, 1.797, -1.715], [0.297, 2.703, -0.157], [1.342, -0.182, -0.753], [1.971, 0.802, 0.580], [0.950, -1.150, 1.790], [2.663, 1.970, 3.931], [3.496, 1.279, 2.950], [3.035, 1.747, 5.341], [2.924, 3.363, 4.033], [1.218, 1.768, 3.857], [0.583, -2.428, -3.200], [0.298, -3.603, -4.073], [-0.701, -3.192, -5.150], [-1.946, -2.704, -4.648], [-2.762, -3.705, -4.105], [1.568, -3.988, -4.632], [-0.312, -2.044, -2.712], [1.060, -1.613, -3.744], [1.326, -2.608, -2.422], [-0.061, -4.410, -3.435], [-0.875, -4.108, -5.715], [-0.238, -2.469, -5.821], [-3.725, -3.303, -3.791], [-2.429, -4.184, -3.183], [-2.808, -4.502, -4.848], [1.945, -4.605, -3.927], [2.178, -3.209, -4.432], [0.091, 4.155, 2.253], [-1.426, 4.006, 2.555], [-2.268, 4.544, 1.283], [-1.943, 3.731, 0.103], [-2.657, 4.027, -1.056], [-1.660, 2.575, 2.793], [0.426, 3.189, 1.876], [0.666, 4.363, 3.155], [0.285, 4.869, 1.453], [-1.809, 4.499, 3.449], [-2.040, 5.579, 1.025], [-3.337, 4.555, 1.499], [-2.605, 5.068, -1.374], [-3.711, 3.752, -1.065], [-2.389, 3.387, -1.896], [-1.543, 2.157, 1.881], [-2.658, 2.491, 2.921], [-0.288, 1.439, -4.532], [-0.962, 1.570, -5.861], [-1.214, 0.156, -6.446], [-1.602, 0.421, -7.811], [-2.185, -0.660, -8.532], [-2.283, 2.211, -5.612], [0.341, 2.315, -4.374], [0.408, 0.600, -4.523], [-1.007, 1.220, -3.742], [-0.381, 2.195, -6.540], [-2.022, -0.386, -5.955], [-0.301, -0.436, -6.373], [-3.063, -1.036, -8.007], [-1.389, -1.405, -8.517], [-2.423, -0.379, -9.558], [-2.744, 2.253, -6.509], [-2.752, 1.493, -5.078], [1.878, 5.912, -0.475], [1.148, 6.751, -1.660], [0.482, 5.733, -2.681], [0.119, 6.383, -3.859], [-0.534, 5.565, -4.869], [0.267, 7.673, -0.982], [1.271, 5.008, -0.430], [1.893, 6.477, 0.457], [2.921, 5.625, -0.608], [1.844, 7.379, -2.217], [-0.311, 5.064, -2.348], [1.279, 5.058, -2.991], [-0.193, 4.530, -4.844], [-0.477, 5.982, -5.875], [-1.587, 5.550, -4.587], [-0.553, 7.144, -0.721], [-0.100, 8.233, -1.738], [6.192, 4.728, 0.927], [5.024, 3.820, 1.295], [4.431, 3.110, 0.080], [5.389, 2.153, -0.469], [4.762, 1.492, -1.583], [5.502, 2.945, 2.331], [5.846, 5.470, 0.207], [7.007, 4.080, 0.603], [6.482, 5.354, 1.771], [4.299, 4.505, 1.732], [4.093, 3.822, -0.673], [3.592, 2.472, 0.359], [5.460, 0.922, -2.195], [4.500, 2.299, -2.267], [3.953, 0.841, -1.252], [6.133, 2.391, 1.770], [4.782, 2.262, 2.522], [6.145, -1.578, 0.256], [5.486, -1.241, 1.621], [6.353, -0.232, 2.504], [7.472, -1.032, 2.927], [7.963, -0.511, 4.066], [4.221, -0.645, 1.292], [7.077, -2.135, 0.347], [6.449, -0.615, -0.155], [5.601, -2.282, -0.373], [5.350, -2.107, 2.270], [5.686, 0.127, 3.288], [6.625, 0.690, 1.990], [7.235, -0.549, 4.876], [8.279, 0.518, 3.892], [8.834, -1.113, 4.324], [4.081, 0.021, 2.038], [4.230, 0.042, 0.552], [-4.712, -0.205, -3.936], [-5.364, -0.149, -2.433], [-6.909, -0.224, -2.409], [-7.371, 0.896, -3.133], [-8.644, 0.761, -3.724], [-4.816, -1.284, -1.590], [-5.189, -0.954, -4.568], [-3.656, -0.465, -3.996], [-4.861, 0.701, -4.522], [-4.981, 0.789, -2.032], [-7.400, -0.334, -1.442], [-7.266, -1.140, -2.878], [-9.366, 0.440, -2.973], [-8.523, -0.110, -4.368], [-8.842, 1.614, -4.373], [-3.824, -1.134, -1.472], [-5.202, -1.217, -0.659], [-1.228, -1.340, 7.316], [-0.298, -0.156, 7.139], [0.843, -0.136, 8.107], [0.381, 0.231, 9.358], [1.313, -0.023, 10.399], [0.129, -0.186, 5.713], [-1.599, -1.525, 8.324], [-0.671, -2.241, 7.059], [-2.047, -1.290, 6.598], [-0.972, 0.681, 7.323], [1.612, 0.472, 7.630], [1.222, -1.150, 8.236], [2.239, 0.552, 10.390], [1.611, -1.067, 10.303], [0.941, 0.210, 11.396], [-0.127, -1.127, 5.448], [1.122, -0.332, 5.606], [1.781, -5.281, 2.035], [2.933, -4.435, 1.745], [3.069, -4.258, 0.194], [3.260, -5.416, -0.670], [4.551, -5.995, -0.784], [2.780, -3.213, 2.423], [2.037, -6.291, 2.355], [1.298, -5.615, 1.117], [0.971, -4.861, 2.631], [3.805, -4.946, 2.154], [3.680, -3.379, -0.014], [2.097, -3.964, -0.202], [5.165, -5.243, -1.279], [4.533, -6.871, -1.432], [4.860, -6.234, 0.234], [3.487, -2.567, 2.100], [2.045, -2.656, 2.011], [-7.329, -6.776, 1.598], [-7.498, -5.261, 1.211], [-6.139, -4.450, 1.198], [-5.655, -4.316, 2.595], [-4.712, -3.303, 2.772], [-8.092, -5.289, -0.146], [-6.738, -7.343, 0.879], [-8.307, -7.249, 1.677], [-6.923, -6.835, 2.608], [-8.162, -4.779, 1.928], [-6.406, -3.441, 0.882], [-5.350, -4.825, 0.547], [-5.387, -2.448, 2.736], [-3.981, -3.191, 1.972], [-4.108, -3.416, 3.672], [-8.861, -5.943, -0.108], [-7.480, -5.695, -0.839]], "homo_energy_ev": [-4.0, -4.0], "charge": -1, "orbital_gap_ev": [5.282, 5.087], "multiplicity": 4}